(1)
15
Properties=species:S:1:pos:R:3:forces:R:3:mulliken_charge:R:1 method="wB97M-V/def2-TZVPD" orbital_gap_ha=0.387 e_lumo_ev=1.10 e_above_lowest_kcal_mol=41.0 fmax_ev_per_a=3.730 multiplicity=1 total_charge=0 e_homo_ev=-9.42 e_tot_ev=-5345.4876
C -1.751016 -0.873347 -0.326660 -1.19 -3.28 1.32 -0.874
C -0.694358 -0.228454 0.086225 0.24 2.93 -1.03 0.691
C -0.675127 1.316772 0.113379 -1.99 2.40 -1.04 -1.128
C 0.604284 -0.757552 0.487943 1.47 -1.72 0.14 -0.530
C 1.758313 -0.164969 -0.370303 -1.73 2.77 -0.10 -1.120
H -1.869998 -1.968265 -0.123861 0.97 0.60 -0.62 0.229
H -2.753213 -0.565655 -0.477075 -0.48 1.46 -0.50 0.337
H -1.798898 1.700026 0.325110 2.62 -0.77 -0.44 0.299
H -0.015483 1.718145 0.929177 -0.66 -0.45 -0.70 0.326
H -0.347756 1.936542 -0.895894 -0.69 -2.00 2.37 0.200
H 0.657000 -1.881683 0.549665 -0.20 0.97 -0.54 0.317
H 0.692717 -0.474782 1.529363 0.53 0.32 0.39 0.288
H 2.703420 -0.549012 -0.226576 1.88 -1.51 0.49 0.411
H 1.942653 0.942668 -0.152271 -0.60 -1.29 -0.03 0.244
H 1.547469 -0.150440 -1.448227 -0.17 -0.43 0.27 0.310

(2)
8
Properties=species:S:1:pos:R:3:forces:R:3:mulliken_charge:R:1 method="wB97M-V/def2-TZVPD" orbital_gap_ha="0.281 / 0.278" e_lumo_ev="-0.59 / -0.56" e_above_lowest_kcal_mol=136.0 fmax_ev_per_a=2.650 multiplicity=1 total_charge=0 e_homo_ev="-8.22 / -8.12" e_tot_ev=-17722.5520
C -0.000451 0.039255 -0.569894 1.84 1.17 1.05 0.005
C 1.292234 0.845655 1.050591 -2.52 -0.15 -0.79 -0.156
C -1.386196 -0.405425 -0.610141 -1.23 0.33 -0.03 -0.230
O -0.211363 -1.228614 -0.656272 0.65 -0.69 0.05 -0.180
Cl 2.521556 -0.228891 1.316164 1.04 -0.59 0.00 -0.051
H 1.677849 1.817016 0.726851 0.21 -0.11 -0.36 0.173
H -1.973557 -0.505349 0.292335 0.06 0.05 0.04 0.218
H -1.920072 -0.333647 -1.549634 -0.05 -0.02 0.04 0.221

(3)
14
Properties=species:S:1:pos:R:3:forces:R:3:mulliken_charge:R:1 method="wB97M-V/def2-TZVPD" orbital_gap_ha=0.299 e_lumo_ev=-1.48 e_above_lowest_kcal_mol=17.2 fmax_ev_per_a=3.591 multiplicity=1 total_charge=0 e_homo_ev=-9.61 e_tot_ev=-17755.9638
C -0.859156 1.402862 -0.181334 -2.36 -2.68 0.34 0.346
C 0.998284 0.066959 -0.015919 -1.14 -0.34 0.67 0.125
N 0.468615 1.351592 -0.175237 1.19 -0.05 -0.06 -0.032
N -1.181263 -0.145004 -0.231764 -0.40 1.50 1.58 0.169
N -0.020241 -0.785697 0.124136 1.29 -0.71 -1.89 0.667
N -2.335533 -0.884497 0.022333 -0.49 -0.60 -1.00 -0.673
N 2.388459 -0.113359 0.001474 1.86 -0.31 0.02 0.891
O -0.062700 -2.012544 0.193180 0.76 -0.34 0.75 -0.692
O 2.967528 0.969943 -0.141640 -0.01 -0.12 0.05 -0.623
O -1.684141 2.251716 -0.134354 0.31 0.21 -0.23 -0.491
O 2.997891 -1.182159 0.127032 -1.89 0.99 -0.08 -0.529
H 1.068709 2.148052 -0.048369 0.04 0.20 -0.06 0.245
H -2.236283 -1.776087 -0.490889 -0.02 0.95 -0.40 0.317
H -2.510171 -1.291783 0.951354 0.86 1.31 0.32 0.279

(4)
127
Properties=species:S:1:pos:R:3:forces:R:3:mulliken_charge:R:1 method="wB97M-V/def2-TZVPD" orbital_gap_ha=0.287 e_lumo_ev=1.24 e_above_lowest_kcal_mol=73.4 fmax_ev_per_a=3.846 multiplicity=1 total_charge=-1 e_homo_ev=-6.56 e_tot_ev=-102322.5105
C 1.202458 0.478690 -0.811362 1.97 -1.58 0.28 -0.076
O 0.485403 -0.412778 0.068310 -2.27 0.67 1.03 1.473
O 1.326828 -0.038854 -2.034413 -0.56 1.94 0.90 -0.508
C 0.849731 1.966374 -0.534495 -0.87 0.69 -1.63 0.325
F 0.758955 2.337524 0.772229 0.01 -0.59 -0.54 -0.207
F 1.794431 2.768510 -1.072853 0.33 -0.39 0.34 -0.124
F -0.292924 2.385624 -1.140954 0.10 -0.42 0.13 -0.161
C -0.939069 -0.299329 0.028047 -1.67 -0.04 0.23 0.448
C -1.591658 -1.224914 1.072713 2.23 -0.88 -0.57 -0.196
H -1.291783 -2.175074 0.611702 -0.62 -0.59 0.68 -0.126
H -1.000018 -1.188616 1.991132 -0.19 0.16 0.20 -0.473
H -2.649882 -1.184762 1.302105 -0.10 0.40 -0.44 0.243
H -1.335751 -0.657570 -0.922648 0.35 0.34 -0.36 -0.382
H -1.372887 0.693926 0.163258 0.71 0.34 -0.04 -0.434
H 2.104357 0.478307 -0.161118 0.96 0.00 -0.52 0.076
C -4.216839 1.267334 -1.324953 0.35 1.40 0.79 0.621
O -3.679973 1.642940 -0.273099 -0.38 -0.98 -0.68 -0.620
N -3.935702 1.908349 -2.492627 0.66 -0.10 0.12 -0.385
N -5.113636 0.264220 -1.355069 0.26 0.27 0.71 -0.294
H -3.269358 2.637444 -2.264236 -0.03 0.49 -0.77 0.185
H -4.630754 2.071707 -3.199072 0.03 0.03 0.02 0.219
H -5.518364 -0.047705 -2.210851 -0.32 -0.19 0.24 0.146
H -5.219990 -0.110453 -0.424676 -0.58 -0.71 -0.39 0.142
C -5.502915 -1.832432 2.186301 -0.09 0.20 3.72 0.606
O -5.956222 -0.919107 2.893640 -0.02 -0.09 -1.51 -0.739
N -5.929676 -2.156722 0.957008 -0.44 1.26 -0.64 -0.360
N -4.616852 -2.689879 2.744050 0.44 -0.56 -1.40 -0.189
H -6.697455 -1.540703 0.731747 -0.10 -0.64 -0.69 0.240
H -5.685651 -3.013572 0.492508 -0.21 0.05 -0.15 0.169
H -4.224660 -3.375634 2.112052 0.39 -0.37 0.70 0.289
H -4.324423 -2.579488 3.694168 0.03 0.05 -0.01 0.111
C -2.611059 4.453710 -0.655237 0.29 -0.37 -0.49 0.456
O -2.178594 4.542977 -1.806009 0.23 -0.37 0.43 -0.671
N -1.958051 3.881288 0.390635 0.02 0.55 0.08 -0.275
N -3.842760 4.982675 -0.406528 0.15 0.44 -0.01 -0.405
H -1.235138 3.197759 0.194959 -0.57 0.49 0.15 -0.007
H -2.463543 3.843119 1.257196 0.15 -0.33 0.02 0.195
H -4.431603 4.732613 0.365517 -0.07 0.02 -0.13 0.189
H -4.155781 5.451404 -1.240100 -0.64 -0.01 0.34 0.251
C 4.483082 4.472343 -3.688216 0.86 -1.06 0.29 0.578
O 5.285873 4.150820 -4.550532 -0.09 0.81 0.15 -0.653
N 4.311410 5.728500 -3.158717 -0.42 0.71 0.17 -0.416
N 3.736568 3.535831 -3.051846 0.23 0.02 -0.52 0.073
H 5.017755 6.437621 -3.146503 0.07 -0.13 -0.48 0.191
H 3.415068 5.946248 -2.764000 0.11 0.12 0.13 0.192
H 3.122967 3.749781 -2.297187 -0.15 -0.10 0.01 0.083
H 3.823169 2.609343 -3.434911 -0.47 -0.07 0.12 0.060
C -3.292802 -6.331250 1.349941 -0.38 -0.42 1.32 0.468
O -3.361819 -7.268823 2.136432 -0.23 0.43 -0.49 -0.701
N -2.852064 -5.082817 1.685146 0.20 1.23 -0.87 0.122
N -3.744994 -6.375924 0.073854 -0.46 -1.06 -0.81 -0.394
H -2.469526 -4.594737 0.887891 0.08 0.45 0.33 -0.103
H -2.599941 -4.773305 2.604233 0.53 -0.88 0.02 0.036
H -4.383405 -7.141182 -0.068197 0.31 -0.09 -0.30 0.190
H -3.734727 -5.620231 -0.608440 -0.06 -0.22 0.72 0.558
C 6.068185 2.857083 0.715914 2.28 0.24 -0.34 0.708
O 6.506099 1.769024 0.349990 -1.04 0.03 0.49 -0.776
N 4.938170 3.483884 0.320564 -0.79 -0.85 -0.18 -0.198
N 6.849287 3.678444 1.495543 -1.12 -0.39 -0.56 -0.437
H 4.810485 4.467184 0.448798 -0.21 0.02 0.04 0.229
H 4.227543 2.937470 -0.130626 0.01 0.14 -0.32 -0.015
H 7.707567 3.308249 1.853919 0.08 0.46 0.06 0.219
H 6.414835 4.570506 1.625450 0.94 0.37 0.96 0.137
C -3.968334 -3.024675 -2.025319 -0.47 -0.51 -1.38 0.768
O -3.814004 -4.073167 -1.401939 0.06 0.85 0.14 -0.762
N -5.153092 -2.676905 -2.639998 -0.05 0.18 0.40 -0.365
N -3.004040 -2.153786 -2.364894 0.73 0.55 0.70 0.098
H -5.174325 -1.733769 -2.963189 -0.37 -0.07 -0.38 0.033
H -5.923786 -3.284921 -2.843638 0.21 -0.24 0.26 0.238
H -2.108574 -2.074311 -1.894526 -0.10 -0.52 -0.13 -0.403
H -3.158443 -1.455172 -3.066483 -0.07 0.08 -0.03 0.164
C -1.646299 -4.332769 4.683192 1.25 -1.04 -0.65 0.223
O -1.511121 -5.515688 4.384085 -0.35 0.78 0.39 -0.605
N -2.404510 -3.866297 5.689618 -1.06 0.07 0.69 -0.413
N -0.975693 -3.334057 4.030055 -0.01 -0.46 0.21 -0.210
H -3.058742 -4.491736 6.127466 0.16 0.10 0.15 0.244
H -2.250844 -2.937143 6.030568 -0.23 -0.04 0.23 0.194
H -0.343522 -3.666251 3.314467 -0.22 0.55 -0.10 0.340
H -1.372603 -2.416831 4.095037 0.39 0.25 -0.56 0.172
C 4.085553 5.094544 3.902388 1.14 0.55 0.35 0.454
O 4.606618 6.158841 4.249844 -0.75 -0.33 -0.19 -0.724
N 2.896372 4.975831 3.272215 -0.46 0.51 -0.20 -0.216
N 4.697732 3.911171 4.112754 0.52 -1.02 0.35 -0.208
H 2.360933 5.820171 3.178768 -0.12 -0.20 -0.20 0.181
H 2.553521 4.071956 2.993341 -0.16 0.09 -0.02 0.164
H 5.585787 3.904845 4.579560 0.02 0.25 -0.15 0.195
H 4.400009 3.052058 3.674752 -0.24 -0.02 0.02 0.202
C -0.263265 -3.440743 -3.594581 0.78 0.75 -0.26 0.498
O 0.251870 -3.070166 -4.642479 -0.43 -0.41 0.35 -0.683
N -0.043565 -2.898247 -2.379288 0.03 0.47 1.71 0.075
N -1.197095 -4.456904 -3.488768 1.01 0.09 -1.11 -0.449
H 0.622618 -2.171740 -2.130486 0.16 0.07 -0.76 -0.227
H -0.266180 -3.500988 -1.598819 0.33 0.03 0.10 0.291
H -1.444774 -4.645056 -4.451000 -0.93 -0.46 0.41 0.309
H -1.858341 -4.250566 -2.760753 -0.67 -0.57 -0.40 0.045
C 5.204495 -0.029072 -2.885283 0.34 0.65 -1.21 0.397
O 6.319795 -0.018832 -3.405220 -0.31 -0.40 0.68 -0.749
N 4.903228 0.499013 -1.670608 0.68 -0.15 -0.23 -0.046
N 4.096011 -0.464614 -3.554717 0.36 -0.38 0.15 -0.188
H 5.700498 0.771457 -1.095149 -0.74 0.10 0.27 0.168
H 3.952104 0.370510 -1.372803 0.20 0.05 0.61 0.124
H 4.248527 -0.804595 -4.485989 -0.22 0.11 -0.01 0.215
H 3.202075 -0.164014 -3.209937 -0.30 -0.52 -0.11 0.095
C 1.883817 1.395426 3.768099 -0.49 1.06 -0.21 0.463
O 2.934126 1.631984 3.185468 0.17 -0.47 0.13 -0.639
N 0.783225 0.895770 3.155618 -0.33 -0.76 -0.95 -0.258
N 1.613988 1.790813 5.048210 0.15 -0.35 0.39 -0.412
H -0.017408 0.522665 3.630187 0.17 0.07 0.43 0.221
H 0.844049 0.591637 2.192365 0.26 0.13 0.03 0.029
H 2.353007 2.095475 5.655362 -0.04 0.23 -0.16 0.254
H 0.654247 1.971452 5.272723 0.09 0.04 0.35 0.146
C 0.989733 2.091665 -5.096934 0.72 -0.13 0.19 0.352
O 0.992845 2.766301 -6.113007 -0.36 -0.52 0.21 -0.723
N -0.097255 1.902260 -4.284991 -0.99 0.61 -0.59 -0.117
N 2.107516 1.434672 -4.591750 -0.26 0.42 -0.56 -0.109
H -0.951287 1.935229 -4.820141 -0.15 0.28 0.52 0.195
H -0.058556 1.324201 -3.457056 0.14 -0.25 -0.26 -0.012
H 2.577448 0.922895 -5.323914 0.33 0.16 0.17 0.206
H 1.823103 0.884974 -3.798081 0.24 -0.58 0.23 0.145
C 1.175982 -3.765063 1.464461 0.92 1.94 -3.19 0.219
O 0.740256 -3.962626 0.313805 -0.60 -1.45 1.79 -0.683
N 1.572307 -2.496374 1.722222 -0.12 0.81 1.03 -0.065
N 1.449801 -4.605708 2.464142 -0.43 -1.82 0.04 -0.363
H 1.305789 -1.828305 1.007696 0.39 0.15 0.01 -0.095
H 2.406392 -2.371189 2.271148 -0.10 0.37 -0.05 0.261
H 1.448537 -5.590519 2.252258 -0.13 0.01 0.32 0.234
H 1.793771 -4.267981 3.342390 0.10 -0.09 0.00 0.210